Below is the molecule C20H23N5O2S in a non-equilibrium geometry, with properties calculated with ωB97M-V with the def2-TZVPD basis set.

Results
Frontier orbital gap (eV): 9.00
Electronic energy (eV): -43494.314
2S+1: 1
M (g mol⁻¹): 397.504
Net charge: 0
Lowest unoccupied orbital energy (eV): 0.49
Relative energy (zero: lowest compared OMol25 entry of this formula, charge and spin) (eV): 1.022
SMILES string: Cc1nc2nc(SCC(=O)N3CCOCC3)nn2c(C)c1Cc1ccccc1
HOMO energy (eV): -8.52
F_max (eV Å⁻¹): 1.378

Last column: Löwdin charge in e.
Element x y z (Å)
C: 0.1023 -3.9530 -2.2475  -0.0239
C: 0.2341 -2.6296 -1.5630  -0.2685
N: 0.9497 -1.7354 -2.2110  0.1906
C: 1.1066 -0.5478 -1.6651  -0.3339
N: 1.7648 0.5130 -2.1012  0.1400
C: 1.5748 1.4197 -1.1344  -0.6886
S: 2.2040 3.0256 -1.2022  0.9831
C: 1.5198 3.6923 0.3583  -0.3397
C: 0.1126 3.2669 0.7480  -0.5587
O: -0.1067 2.8675 1.8758  0.0334
N: -0.8829 3.4457 -0.1463  -0.0508
C: -0.7485 3.9430 -1.5011  -0.1570
C: -2.1131 4.4226 -1.9915  -0.1823
O: -3.0685 3.3827 -2.0375  -0.1248
C: -2.8825 2.4019 -1.0346  -0.1800
C: -2.2107 2.9716 0.2066  -0.1111
N: 0.8333 1.0171 -0.1099  0.1104
N: 0.5265 -0.2379 -0.4305  0.0201
C: -0.2056 -1.1227 0.2650  -0.1476
C: -0.7628 -0.6860 1.5747  0.0304
C: -0.3734 -2.3696 -0.3090  -0.1249
C: -1.1587 -3.4122 0.4382  -0.0932
C: -0.4032 -3.9298 1.6398  -0.2342
C: -1.0659 -4.1763 2.8351  -0.0507
C: -0.3814 -4.6668 3.9332  -0.0823
C: 0.9779 -4.9140 3.8502  -0.0910
C: 1.6471 -4.6700 2.6631  -0.0752
C: 0.9611 -4.1824 1.5652  -0.0338
H: -0.9371 -4.1462 -2.5091  0.0882
H: 0.6954 -3.9294 -3.1568  0.0829
H: 0.4538 -4.7609 -1.6085  0.0811
H: 1.5705 4.7766 0.2464  0.0860
H: 2.1791 3.3844 1.1700  0.0871
H: -0.0409 4.7740 -1.5310  0.1156
H: -0.3865 3.1567 -2.1759  0.1121
H: -2.0311 4.8067 -3.0111  0.1293
H: -2.4714 5.2343 -1.3408  0.1275
H: -2.2722 1.5758 -1.4321  0.1240
H: -3.8751 2.0133 -0.7926  0.1268
H: -2.8113 3.7923 0.6166  0.1371
H: -2.1003 2.2097 0.9806  0.1185
H: -1.8522 -0.7130 1.5517  0.0984
H: -0.4327 0.3278 1.7930  0.0669
H: -0.4285 -1.3542 2.3669  0.0925
H: -2.1081 -2.9853 0.7703  0.1197
H: -1.3879 -4.2506 -0.2211  0.1167
H: -2.1271 -3.9827 2.9075  0.1127
H: -0.9107 -4.8526 4.8560  0.1028
H: 1.5139 -5.2934 4.7071  0.1011
H: 2.7078 -4.8592 2.5906  0.1042
H: 1.4935 -3.9905 0.6445  0.1129

Below is a structure of composition C43H118N3O19Zr in a non-equilibrium geometry, with properties calculated with ωB97M-V with the def2-TZVPD basis set.

Results
Frontier orbital gap (spin up / spin down) (eV): 5.37 / 4.81
Electronic energy (eV): -91130.831
2S+1: 2
M (g mol⁻¹): 1072.643
Net charge: +2
Lowest unoccupied orbital energy (spin up / spin down) (eV): -6.97 / -7.55
<S²>: 0.76
HOMO energy (spin up / spin down) (eV): -12.33 / -12.36
F_max (eV Å⁻¹): 4.398

Last column: Löwdin charge in e.
Element x y z (Å)
Zr: 2.4752 -2.2745 1.0521  2.0778
C: 1.4399 1.8507 -0.3544  -0.0163
C: 0.0610 1.5128 0.2774  -0.4125
C: -0.8239 2.4215 -0.5920  -0.1374
C: -2.3038 2.0617 -0.4192  -0.1552
C: -2.5310 0.6476 -0.8850  -0.1163
C: -1.6537 -0.3910 -0.1266  -0.3823
N: -0.2590 0.0685 0.0225  0.0972
O: 0.7245 -0.8441 0.5755  -0.2274
C: -1.6402 -1.5687 -1.1375  -0.0165
C: -2.3762 -0.7978 1.2374  0.0315
C: -0.0296 1.9456 1.7680  0.0095
H: 1.5970 2.9252 -0.2603  0.1022
H: 1.3785 1.5722 -1.4064  0.0709
H: 2.2375 1.2489 0.0812  0.0644
H: -0.5743 2.3632 -1.6515  0.1096
H: -0.6531 3.4759 -0.3747  0.1147
H: -2.9252 2.7602 -0.9796  0.1023
H: -2.5577 2.1510 0.6370  0.1066
H: -2.4714 0.6204 -1.9731  0.1174
H: -3.5676 0.4760 -0.5951  0.1162
H: -2.6680 -1.9102 -1.2606  0.0790
H: -1.0599 -2.4301 -0.8068  0.0624
H: -1.2532 -1.4137 -2.1446  0.0695
H: -3.4301 -1.0008 1.0473  0.0956
H: -2.4658 0.0735 1.8863  0.0461
H: -1.8685 -1.5270 1.8688  0.0669
H: -0.0754 3.0170 1.9636  0.0809
H: 0.7195 1.5489 2.4532  0.0680
H: -0.9343 1.4955 2.1766  0.0555
C: 4.4374 -0.6362 4.6562  -0.0186
C: 4.9483 0.5099 3.6411  -0.4533
C: 6.3130 0.9372 4.2415  -0.1478
C: 7.1548 1.7983 3.3465  -0.1998
C: 7.3764 1.0623 2.0436  -0.1322
C: 6.0482 0.5495 1.3582  -0.4556
N: 5.1044 -0.0932 2.3149  -0.0926
O: 3.9069 -0.6549 1.7524  -0.3480
C: 6.5893 -0.5399 0.4649  -0.0571
C: 5.4220 1.7101 0.4961  -0.0041
C: 4.0133 1.7218 3.8232  -0.0345
H: 3.4017 -0.9183 4.4671  0.0363
H: 4.4147 -0.3961 5.7192  0.0874
H: 5.0738 -1.5147 4.5500  0.0830
H: 6.9669 0.0825 4.4144  0.1274
H: 6.1906 1.5022 5.1656  0.1327
H: 8.1551 2.0008 3.7294  0.1250
H: 6.6726 2.7688 3.2297  0.1090
H: 8.1190 0.3124 2.3161  0.1239
H: 7.8916 1.6779 1.3063  0.1230
H: 5.8349 -0.8079 -0.2748  0.0498
H: 6.8316 -1.4642 0.9893  0.0970
H: 7.4508 -0.2773 -0.1491  0.1016
H: 5.9879 2.5608 0.1161  0.0893
H: 4.5664 2.0987 1.0484  0.0669
H: 5.0090 1.1838 -0.3643  0.0518
H: 3.6711 1.7922 4.8557  0.0893
H: 3.0621 1.6032 3.3043  0.0523
H: 4.4093 2.6564 3.4261  0.0763
C: -1.3678 -4.5049 1.6489  -0.0352
C: -0.5091 -5.5682 0.9862  -0.4502
C: -1.5783 -6.5831 0.4007  -0.1350
C: -0.9914 -7.5957 -0.5422  -0.1699
C: -0.4066 -6.8248 -1.7424  -0.1393
C: 0.6862 -5.7979 -1.3693  -0.3972
N: 0.3259 -5.0011 -0.1360  -0.0557
O: 1.2637 -3.9972 0.2418  -0.3501
C: 0.8547 -4.9617 -2.7153  -0.0265
C: 2.0667 -6.5768 -1.1284  -0.0147
C: 0.3720 -6.3543 2.0346  -0.0117
H: -0.7520 -3.8412 2.2558  0.0536
H: -2.1568 -4.8982 2.2900  0.1034
H: -1.8380 -3.9685 0.8247  0.0757
H: -2.3976 -6.1149 -0.1449  0.1126
H: -1.9727 -7.0368 1.3099  0.1248
H: -1.7346 -8.3248 -0.8651  0.1259
H: -0.1885 -8.1203 -0.0243  0.1051
H: -1.2486 -6.3545 -2.2502  0.1135
H: 0.0034 -7.6130 -2.3739  0.1263
H: 1.8760 -4.6860 -2.9779  0.0765
H: 0.1950 -4.0956 -2.7690  0.0521
H: 0.4498 -5.4666 -3.5924  0.0856
H: 2.9342 -5.9633 -1.3715  0.0636
H: 2.2261 -7.3676 -1.8614  0.0871
H: 2.1375 -7.0115 -0.1314  0.0656
H: -0.2031 -6.6402 2.9153  0.0909
H: 1.1246 -5.7004 2.4751  0.0588
H: 0.8472 -7.2309 1.5942  0.0687
C: 0.9954 4.8298 3.8789  -0.1842
O: 1.2459 5.7425 4.9259  -0.0961
H: 1.9127 4.6743 3.3109  0.0776
H: 0.5815 3.9191 4.3118  0.0615
H: 0.2915 5.2693 3.1722  0.0696
H: 2.0785 5.4836 5.3276  0.0795
C: -0.8155 1.6141 6.1273  -0.1574
O: 0.2939 0.8038 6.4783  -0.1209
H: -0.9937 1.6657 5.0532  0.0575
H: -1.7096 1.2862 6.6575  0.0834
H: -0.7333 2.6596 6.4246  0.0799
H: 0.6420 1.0690 7.3327  0.0846
C: -4.7303 0.6574 3.5695  -0.1748
O: -4.6210 0.6473 4.9583  -0.1027
H: -5.5240 1.3123 3.2099  0.0914
H: -3.8468 1.1833 3.2078  0.0411
H: -4.7518 -0.3378 3.1254  0.0821
H: -4.9917 1.4686 5.2895  0.0822
C: -2.9860 1.4280 -5.9920  -0.1287
O: -2.2730 1.0010 -4.8397  -0.1609
H: -3.1472 0.6020 -6.6847  0.0930
H: -3.8506 1.9914 -5.6411  0.0890
H: -2.3541 2.1336 -6.5315  0.0835
H: -2.0439 1.8276 -4.4084  0.0387
C: -5.2997 -0.7771 -4.4873  -0.0797
O: -3.9977 -1.1396 -3.9805  -0.1907
H: -5.9853 -1.5993 -4.2823  0.0975
H: -5.5069 0.1498 -3.9526  0.0697
H: -5.0680 -0.5918 -5.5361  0.0826
H: -3.4268 -0.3955 -4.1854  0.0213
C: 0.7050 -1.2488 3.7593  -0.0734
O: 1.2359 -2.3431 2.9804  -0.2453
H: 0.5112 -1.4629 4.8104  0.1112
H: 1.3134 -0.3512 3.6492  0.0741
H: -0.2978 -1.0383 3.3876  0.0804
H: 0.9959 -3.0288 3.6080  0.1152
C: 3.8794 3.7789 -2.2142  -0.1523
O: 3.7729 4.8736 -1.3574  -0.1128
H: 4.7641 3.7627 -2.8507  0.1003
H: 3.6925 2.8192 -1.7323  0.0520
H: 2.9889 3.8741 -2.8355  0.0663
H: 4.5144 4.9709 -0.7555  0.0995
C: 1.5961 1.9420 -4.4672  -0.1418
O: 3.0158 1.9288 -4.7048  -0.1231
H: 1.3282 2.7233 -3.7560  0.0426
H: 1.1936 2.1363 -5.4614  0.0923
H: 1.1568 1.0152 -4.0982  0.0619
H: 3.2081 2.6937 -5.2522  0.0832
C: -6.0016 2.8719 -1.5924  -0.0990
O: -6.7629 2.5141 -0.3936  -0.1084
H: -5.0124 3.2615 -1.3519  0.0533
H: -5.6719 1.9913 -2.1436  0.0605
H: -6.4709 3.5716 -2.2840  0.0872
H: -6.4362 3.0302 0.3470  0.0885
C: 0.8199 6.7204 -0.8182  -0.1636
O: 1.6862 6.6680 -1.9485  -0.1140
H: 0.1899 7.6014 -0.9403  0.0808
H: 0.0756 5.9537 -0.6027  0.0446
H: 1.4392 6.9216 0.0559  0.0795
H: 2.4215 6.0835 -1.7501  0.0151
C: -6.2678 -0.9965 -1.0289  -0.1352
O: -6.4384 -0.2082 0.1810  -0.1337
H: -7.1092 -0.7356 -1.6708  0.0845
H: -5.3890 -0.7420 -1.6213  0.0406
H: -6.3378 -2.0687 -0.8454  0.0798
H: -6.6517 0.6687 -0.1462  0.0095
C: 2.0587 -1.6584 -2.1797  -0.0578
O: 2.9237 -1.3619 -1.0536  -0.2389
H: 1.5734 -0.7458 -2.5256  0.0789
H: 2.6682 -1.9917 -3.0197  0.1140
H: 1.3245 -2.4228 -1.9252  0.0549
H: 3.6373 -0.8274 -1.4094  0.1065
C: -1.2326 -2.4092 -4.8497  -0.1479
O: -0.0394 -2.9875 -5.3505  -0.1316
H: -0.9489 -1.5374 -4.2601  0.0542
H: -1.7822 -2.0696 -5.7276  0.0926
H: -1.6994 -3.1867 -4.2450  0.0725
H: -0.2915 -3.4287 -6.1650  0.0817
C: -0.9098 4.7227 -3.7734  -0.1295
O: -2.0312 3.9699 -4.2279  -0.1171
H: -0.0667 4.5679 -4.4466  0.0801
H: -1.1266 5.7831 -3.9028  0.0928
H: -0.5847 4.5835 -2.7424  0.0554
H: -2.8313 4.3238 -3.8327  0.0871
C: -2.5943 3.9601 3.5190  -0.1516
O: -3.3759 4.5302 2.4899  -0.1127
H: -1.8599 4.6595 3.9186  0.0769
H: -3.2080 3.4596 4.2680  0.0849
H: -2.0795 3.1815 2.9562  0.0347
H: -2.7804 4.9768 1.8837  0.0722
C: -3.8292 -4.2045 -2.1221  -0.1885
O: -4.2250 -3.7794 -3.3909  -0.1110
H: -4.3142 -3.7034 -1.2843  0.0709
H: -4.1507 -5.2451 -2.1651  0.0895
H: -2.7472 -4.1578 -1.9991  0.0479
H: -4.0710 -2.8362 -3.4814  0.0055

Below is a structure of composition C15H20NO4Ti in a non-equilibrium geometry, with properties calculated with ωB97M-V with the def2-TZVPD basis set.

Results
Frontier orbital gap (eV): 4.38
Electronic energy (eV): -48670.649
2S+1: 1
M (g mol⁻¹): 326.195
Net charge: -1
Lowest unoccupied orbital energy (eV): 2.30
HOMO energy (eV): -2.08
F_max (eV Å⁻¹): 4.727

Last column: Löwdin charge in e.
Element x y z (Å)
Ti: -0.0917 0.1145 0.8957  0.8251
C: 1.8992 -0.0105 2.1500  -0.1794
C: 2.5753 -0.6536 1.0254  -0.1560
C: 2.4972 0.1774 -0.0960  -0.1646
H: 3.0226 -1.6347 1.1017  0.0861
C: 1.8168 1.4105 0.2787  -0.2372
C: 1.5216 1.3491 1.6735  -0.2146
H: 1.2317 2.1595 2.3320  0.1101
H: 2.0708 -0.2311 3.2041  0.1186
H: 2.9472 -0.0150 -1.0687  0.0886
H: 1.7060 2.2822 -0.3667  0.0850
C: -2.1881 0.1498 1.7925  -0.1564
C: -1.5142 1.3539 2.1866  -0.1566
C: -1.2790 2.1442 1.0043  -0.1478
H: -1.2854 1.6508 3.2057  0.0892
C: -1.8047 1.4243 -0.1198  -0.1779
C: -2.3785 0.1913 0.3715  -0.1609
H: -2.9134 -0.5666 -0.1982  0.0985
H: -2.5652 -0.6221 2.4620  0.1199
H: -0.8101 3.1294 0.9707  0.1142
H: -1.8368 1.7755 -1.1487  0.0814
O: -0.1043 -0.8751 -0.8869  -0.2468
C: -0.2050 -0.5972 -2.3725  -0.5066
C: 0.4635 -1.9329 -2.7246  -0.0774
C: 0.5456 0.6510 -2.7567  -0.0137
C: -1.6523 -0.5750 -2.7955  -0.0239
C: 0.4141 -2.2664 -1.2475  -0.0570
H: 1.4760 -1.8243 -3.1117  0.1191
H: -0.1574 -2.5761 -3.3445  0.1125
H: -0.3558 -2.9923 -0.9687  0.1302
H: 1.3853 -2.4373 -0.7737  0.1149
H: 0.4579 0.7899 -3.8408  0.0967
H: 1.6039 0.5745 -2.4960  0.0680
H: 0.1187 1.5353 -2.2642  0.0824
H: -1.7072 -0.7549 -3.8759  0.0946
H: -2.0997 0.4021 -2.5936  0.0724
H: -2.2271 -1.3489 -2.2753  0.0955
O: -0.5624 -1.1617 5.1335  -0.1754
N: -0.5761 -0.0405 4.6396  -0.4246
O: 0.3004 0.8138 4.6949  -0.1860
O: 0.2605 -0.9627 2.2038  -0.3402